Molecular formula: C4H7NO
Method: DFT, ωB97M-V/def2-TZVPD

## Properties
- Calculated total energy: -286.44944 a.u.
- ΔE to the lowest compared entry with this formula, charge and spin: 478.4 kJ/mol
- Kohn-Sham gap (spin up / spin down): 8.634 / 8.710 eV
- LUMO level (spin up / spin down): -0.21 / -0.11 eV
- Highest occupied orbital energy (spin up / spin down): -8.85 / -8.82 eV
- Molar mass: 85.11 g mol⁻¹

Geometry as XYZ:
```
13
Properties=species:S:1:pos:R:3:mulliken_charge:R:1
C 1.8571 0.3327 -0.4066 -0.738
N 0.4128 0.3244 -0.6238 -0.484
C -1.0006 0.9271 0.7047 -0.791
C -0.4177 -0.4485 0.1763 0.564
C -1.5281 -1.2212 -0.4538 -0.251
O -2.0780 -2.1395 0.1035 -0.473
H 2.2622 1.1971 -0.9406 0.278
H 2.3880 -0.5476 -0.8258 0.288
H 2.1263 0.3885 0.6523 0.308
H -0.9503 1.0820 1.7941 0.238
H -1.2743 1.8664 0.2220 0.336
H 0.0787 -0.9798 1.0089 0.374
H -1.8761 -0.7816 -1.4111 0.350
```

***

Molecular formula: C4H7NO
Method: DFT, ωB97M-V/def2-TZVPD

## Properties
- Calculated total energy: -286.49039 a.u.
- ΔE to the lowest compared entry with this formula, charge and spin: 370.9 kJ/mol
- Kohn-Sham gap: 9.315 eV
- LUMO level: 1.02 eV
- Highest occupied orbital energy: -8.30 eV
- Molar mass: 85.11 g mol⁻¹

Geometry as XYZ:
```
13
Properties=species:S:1:pos:R:3:mulliken_charge:R:1
C 1.8644 -0.2502 0.7685 -1.040
C 0.6750 0.4725 0.1895 0.905
O 0.4961 1.6867 0.3151 -0.674
C -0.1704 -0.3805 -0.6169 -0.774
C -1.5152 -0.6696 -0.1395 -0.142
N -1.4767 0.5105 -1.0194 -0.352
H 1.5781 -1.2572 1.0945 0.322
H 2.2906 0.3201 1.5936 0.331
H 2.6160 -0.3701 -0.0191 0.267
H -1.0928 0.3750 -1.9461 0.412
H -1.8020 -0.3558 0.8686 0.201
H -2.1068 -1.5027 -0.5176 0.210
H -1.3565 1.4213 -0.5713 0.334
```

***

Molecular formula: C4H7NO
Method: DFT, ωB97M-V/def2-TZVPD

## Properties
- Calculated total energy: -286.47697 a.u.
- ΔE to the lowest compared entry with this formula, charge and spin: 406.1 kJ/mol
- Kohn-Sham gap: 9.255 eV
- LUMO level: 0.33 eV
- Highest occupied orbital energy: -8.92 eV
- Molar mass: 85.11 g mol⁻¹

Geometry as XYZ:
```
13
Properties=species:S:1:pos:R:3:mulliken_charge:R:1
C 1.5740 -0.4137 -0.0936 -0.931
N 0.1865 -0.0139 0.0147 0.049
C -0.1716 1.3227 0.4382 -0.903
C -2.2041 -0.8289 0.0261 -0.797
C -0.8133 -0.8659 -0.2053 1.088
O -0.7963 -2.0573 -0.5879 -0.566
H 2.0803 -0.2798 0.8698 0.317
H 1.6106 -1.4687 -0.3736 0.308
H 2.0968 0.1787 -0.8531 0.319
H 0.0013 2.0586 -0.3558 0.294
H 0.3945 1.6094 1.3299 0.303
H -1.2355 1.3238 0.6983 0.308
H -2.7232 -0.5653 -0.9077 0.210
```

***

Molecular formula: C4H7NO
Method: DFT, ωB97M-V/def2-TZVPD

## Properties
- Calculated total energy: -286.47386 a.u.
- ΔE to the lowest compared entry with this formula, charge and spin: 414.3 kJ/mol
- Kohn-Sham gap: 8.272 eV
- LUMO level: 0.47 eV
- Highest occupied orbital energy: -7.80 eV
- Molar mass: 85.11 g mol⁻¹

Geometry as XYZ:
```
13
Properties=species:S:1:pos:R:3:mulliken_charge:R:1
C -1.6255 0.0597 -0.3870 -0.782
C 0.5472 -0.4438 0.5617 -0.362
C 0.9290 -0.8348 -0.7711 -0.214
N -0.1697 0.2014 -0.5610 -0.078
C 1.1096 0.4231 1.5279 0.107
O 2.1325 0.2722 2.1793 -0.554
H -2.1692 0.7732 -1.0098 0.375
H -1.9289 -0.9686 -0.5828 0.252
H -1.8100 0.2715 0.6712 0.291
H 1.8251 -0.3938 -1.2279 0.229
H 0.6136 -1.7694 -1.2408 0.188
H 0.1372 1.1207 -0.8852 0.333
H 0.4091 1.2887 1.7256 0.214
```

***

Molecular formula: C4H7NO
Method: DFT, ωB97M-V/def2-TZVPD

## Properties
- Calculated total energy: -286.58955 a.u.
- ΔE to the lowest compared entry with this formula, charge and spin: 110.5 kJ/mol
- Kohn-Sham gap: 10.587 eV
- LUMO level: 1.00 eV
- Highest occupied orbital energy: -9.58 eV
- Molar mass: 85.11 g mol⁻¹

Geometry as XYZ:
```
13
Properties=species:S:1:pos:R:3:mulliken_charge:R:1
C -1.3646 -0.5980 0.5173 -1.308
C 0.0367 -0.6818 -0.1017 0.419
C 0.3036 0.4170 -1.1411 -0.597
N 0.9260 1.4798 -0.3417 -0.487
C 1.3900 0.9066 0.6873 0.047
O 1.0957 -0.3934 0.9097 -0.412
H -1.2799 -0.7449 1.5956 0.318
H -2.0265 -1.3768 0.1155 0.346
H -1.8496 0.3716 0.3395 0.326
H 0.2787 -1.6962 -0.4117 0.364
H 1.0320 0.1036 -1.9030 0.265
H -0.5819 0.8007 -1.6639 0.336
H 2.0399 1.4117 1.3982 0.383
```

***

Molecular formula: C4H7NO
Method: DFT, ωB97M-V/def2-TZVPD

## Properties
- Calculated total energy: -286.54600 a.u.
- ΔE to the lowest compared entry with this formula, charge and spin: 224.9 kJ/mol
- Kohn-Sham gap: 9.562 eV
- LUMO level: 1.02 eV
- Highest occupied orbital energy: -8.55 eV
- Molar mass: 85.11 g mol⁻¹

Geometry as XYZ:
```
13
Properties=species:S:1:pos:R:3:mulliken_charge:R:1
O 1.1268 0.9196 -0.0255 -0.398
C -0.0703 0.7618 0.6484 0.542
C -1.1316 1.5483 0.4861 -0.822
C 0.8704 -0.1584 -0.9764 -0.558
C 0.5063 -1.2968 -0.0112 -0.327
N -0.0796 -0.5610 1.1267 -0.423
H -2.1117 1.1767 0.7679 0.228
H -1.0604 2.4976 -0.0259 0.295
H 1.6666 -0.4407 -1.6696 0.336
H 0.0521 0.2569 -1.5644 0.343
H -0.1871 -2.0412 -0.4134 0.279
H 1.4319 -1.7937 0.2908 0.231
H -1.0133 -0.8690 1.3665 0.274
```

***

Molecular formula: C4H7NO
Method: DFT, ωB97M-V/def2-TZVPD

## Properties
- Calculated total energy: -286.49396 a.u.
- ΔE to the lowest compared entry with this formula, charge and spin: 361.5 kJ/mol
- Kohn-Sham gap: 10.531 eV
- LUMO level: 0.93 eV
- Highest occupied orbital energy: -9.60 eV
- Molar mass: 85.11 g mol⁻¹

Geometry as XYZ:
```
13
Properties=species:S:1:pos:R:3:mulliken_charge:R:1
C 0.2498 -0.3958 2.0933 -0.662
N -0.7568 0.7447 1.3139 -0.607
C -0.4839 0.5119 0.1110 0.553
C -0.6396 0.8000 -1.4022 -0.475
C 0.3786 -0.3415 -1.5294 -0.284
O 0.4181 -0.4817 -0.1366 -0.318
H 0.9351 -1.1858 1.6727 0.227
H -0.5186 -0.9207 2.6323 0.319
H 0.8870 0.2968 2.6192 0.312
H -0.2719 1.7691 -1.7428 0.226
H -1.6144 0.5847 -1.8414 0.231
H 0.0293 -1.2900 -1.9346 0.240
H 1.3874 -0.0916 -1.8556 0.239
```

***

Molecular formula: C4H7NO
Method: DFT, ωB97M-V/def2-TZVPD

## Properties
- Calculated total energy: -286.53589 a.u.
- ΔE to the lowest compared entry with this formula, charge and spin: 251.4 kJ/mol
- Kohn-Sham gap: 10.023 eV
- LUMO level: 0.90 eV
- Highest occupied orbital energy: -9.12 eV
- Molar mass: 85.11 g mol⁻¹

Geometry as XYZ:
```
13
Properties=species:S:1:pos:R:3:mulliken_charge:R:1
N -1.3247 1.6901 -0.1750 -0.401
C -0.6865 0.6881 0.4521 0.201
O -1.1362 0.4816 1.5758 -0.624
C 0.6234 0.0464 0.2239 0.148
C 0.9207 -0.8262 -0.9775 -0.456
C 0.5226 -1.4671 0.3138 -0.576
H -0.9462 1.8740 -1.0755 0.210
H -2.1463 2.2233 0.1212 0.231
H 1.0242 0.7658 1.1174 0.304
H 0.1579 -0.8717 -1.7611 0.246
H 1.9439 -0.9218 -1.3265 0.261
H 1.3026 -1.9610 0.8859 0.243
H -0.4772 -1.9037 0.3880 0.213
```